[1]
{
  "formula": "C2H4F2OS",
  "method": "ωB97M-V/def2-TZVPD",
  "total_charge": 0,
  "relative_energy_kcal_mol": 67.8,
  "mol_weight_g_mol": 114.1,
  "orbital_gap_ha": [0.320, 0.293],
  "elements": ["C", "C", "O", "F", "F", "S", "H", "H", "H", "H"],
  "positions_angstrom": [[-0.4105, -0.3676, -1.7233], [-0.1571, 0.6276, 1.6556], [1.7886, 1.3697, 0.0552], [-1.6422, -0.7403, -1.3862], [-1.3861, 0.0665, 1.5858], [0.3309, 1.4533, 0.0489], [-0.3664, 0.1955, -2.6425], [0.3366, -1.1177, -1.5124], [-0.1786, 1.4114, 2.4222], [0.5908, -0.1338, 1.8890]],
  "forces_ev_per_a": [[0.33, 0.79, 1.19], [0.53, 0.35, -0.19], [1.44, 0.02, 0.03], [-0.29, -0.12, -0.08], [-0.71, -0.26, -0.17], [-1.70, -0.96, -0.51], [0.04, 0.18, -0.06], [0.15, -0.05, 0.05], [0.15, -0.08, -0.12], [0.08, 0.12, -0.14]],
  "lowdin_charge": [-0.0993, -0.3977, -0.5903, -0.0477, -0.0740, 0.9008, 0.0614, 0.0669, 0.0876, 0.0924]
}



[2]
{
  "formula": "H3INP",
  "method": "ωB97M-V/def2-TZVPD",
  "total_charge": 0,
  "relative_energy_kcal_mol": 104.8,
  "mol_weight_g_mol": 174.9,
  "orbital_gap_ha": [0.292, 0.264],
  "elements": ["N", "P", "I", "H", "H", "H"],
  "positions_angstrom": [[-2.5356, -0.6823, -0.6285], [1.8115, 1.1205, -0.0268], [-0.7762, -0.6771, 0.3186], [-3.3436, -0.5829, -0.0102], [2.1734, 0.4276, 1.1630], [2.6704, 0.3943, -0.8162]],
  "forces_ev_per_a": [[0.34, -0.25, -0.66], [-0.38, 0.99, 0.67], [-0.88, -0.19, -0.03], [0.39, 0.21, 0.66], [-0.01, -0.05, -0.14], [0.54, -0.70, -0.51]],
  "lowdin_charge": [-0.5441, 0.4377, 0.6937, -0.0934, -0.2342, -0.2596]
}



[3]
{
  "formula": "C3H7N2OS",
  "method": "ωB97M-V/def2-TZVPD",
  "total_charge": 1,
  "relative_energy_kcal_mol": 32.0,
  "mol_weight_g_mol": 119.2,
  "orbital_gap_ha": 0.341,
  "elements": ["C", "C", "C", "N", "N", "O", "S", "H", "H", "H", "H", "H", "H", "H"],
  "positions_angstrom": [[1.1233, 0.5676, -1.1429], [0.9861, -0.8476, -1.6030], [-1.0157, 0.4368, -0.7858], [0.1141, 1.1561, -0.6716], [-2.2773, 0.6489, -0.3677], [-0.0224, -0.3195, 2.2109], [-0.7731, -1.1301, -1.4118], [2.1694, 0.9946, -0.9595], [1.4625, -1.2438, -2.5248], [1.5620, -1.4047, -0.8767], [0.6099, -0.9431, 1.8539], [-3.0858, 0.3406, -0.9091], [-2.4813, 1.3834, 0.3264], [0.4377, 0.0355, 3.0269]],
  "forces_ev_per_a": [[3.05, -0.49, 0.17], [-0.01, 0.14, -0.54], [-1.90, -2.19, -0.09], [-0.94, 2.11, 1.14], [0.93, 1.99, 0.29], [0.69, 0.85, 1.24], [0.25, -1.02, -0.71], [-1.62, -0.36, -0.67], [-0.59, 0.93, 0.07], [-0.08, -0.41, 0.79], [0.17, -0.32, 0.07], [0.56, -0.38, 0.35], [0.37, -0.28, -0.76], [-0.88, -0.57, -1.37]],
  "lowdin_charge": [-0.1260, -0.3702, -0.6138, 0.1080, 0.1603, -0.0751, 1.1133, 0.1763, 0.1243, 0.1027, 0.0191, 0.1384, 0.1554, 0.0871]
}